ORCA calculation (the ωB97M-V functional and the def2-TZVPD basis) on 10 unconnected molecules or ions with the total composition C30H60O10 in a non-equilibrium geometry.

Each line ends with the Löwdin charge.
Atoms and positions in Å:
O  19.78  4.08  53.73  0.00
O  19.46  4.19  59.16  -0.07
O  24.29  3.72  62.41  0.03
O  24.73  8.96  62.04  -0.04
O  28.19  7.07  58.46  -0.02
O  26.71  7.34  54.06  -0.14
O  20.13  10.64  59.28  -0.02
O  19.72  7.48  62.89  -0.12
O  22.67  6.69  57.18  -0.04
O  22.80  1.16  57.30  -0.05
C  20.82  9.60  59.60  -0.40
C  19.94  4.33  54.97  -0.42
C  26.69  9.50  60.80  -0.05
C  20.16  8.25  59.71  -0.01
C  26.26  3.12  63.70  -0.03
C  26.91  7.86  62.68  -0.01
C  22.24  9.90  60.19  -0.02
C  18.36  2.29  60.51  -0.05
C  19.11  5.21  55.94  -0.01
C  17.57  4.78  60.62  -0.04
C  29.07  4.94  59.14  -0.03
C  29.00  6.10  58.17  -0.43
C  24.99  9.06  55.03  0.00
C  21.06  7.49  63.40  -0.36
C  29.72  6.08  56.88  -0.04
C  25.73  8.35  53.82  -0.27
C  18.51  3.69  59.97  -0.35
C  25.53  3.50  62.56  -0.47
C  21.91  6.24  63.20  -0.07
C  25.58  8.76  52.36  -0.06
C  24.32  0.92  55.40  -0.04
C  22.98  5.30  59.26  -0.02
C  24.07  1.26  56.80  -0.38
C  21.69  8.66  64.11  -0.06
C  26.05  8.82  61.87  -0.42
C  26.37  3.75  61.30  -0.04
C  23.40  6.33  58.24  -0.33
C  25.27  1.48  57.78  -0.06
C  21.17  3.84  55.57  -0.07
C  24.80  6.93  58.61  0.00
H  25.08  0.20  55.40  0.07
H  21.44  5.64  62.31  0.10
H  30.15  7.14  56.46  0.16
H  25.75  3.54  64.47  0.07
H  29.12  5.80  56.02  0.09
H  25.86  3.70  60.25  0.09
H  26.97  6.99  61.98  0.08
H  23.42  4.42  58.97  0.05
H  27.93  8.05  62.92  0.08
H  22.28  11.01  59.92  0.09
H  24.52  8.80  51.90  0.11
H  23.30  5.47  60.26  0.04
H  21.78  5.44  59.44  0.13
H  18.46  4.67  56.50  0.03
H  26.92  8.74  59.93  0.13
H  25.83  9.84  52.48  0.08
H  23.64  0.51  54.87  0.02
H  21.03  8.87  65.06  0.11
H  22.96  6.10  62.86  0.05
H  27.00  4.69  61.43  0.07
H  19.18  8.30  59.51  0.05
H  25.29  6.13  59.07  0.05
H  26.34  7.38  63.40  0.05
H  24.96  2.25  58.60  0.07
H  18.22  2.22  61.57  0.07
H  21.78  5.56  64.14  0.12
H  30.49  5.34  56.80  0.06
H  21.93  4.56  55.81  0.05
H  25.82  0.36  58.10  0.16
H  25.30  7.08  57.73  0.03
H  26.37  8.37  51.70  0.08
H  26.52  2.08  63.69  0.11
H  24.65  7.86  59.18  0.08
H  21.73  3.03  55.03  0.08
H  20.77  7.58  60.56  0.14
H  17.50  1.81  60.22  0.03
H  28.86  5.04  60.22  0.07
H  26.15  2.13  57.53  0.05
H  23.16  9.46  59.62  0.08
H  22.07  9.45  61.24  0.08
H  27.11  2.96  61.07  0.07
H  24.78  1.92  54.89  0.17
H  22.74  8.31  64.66  0.14
H  19.79  5.81  56.69  0.11
H  19.11  1.42  59.99  0.17
H  26.02  10.31  60.66  0.07
H  24.17  8.60  55.12  -0.02
H  16.50  4.36  60.73  0.09
H  28.52  3.98  58.78  0.12
H  30.09  4.67  58.95  0.06
H  24.67  10.03  54.56  0.10
H  18.05  5.20  61.66  0.14
H  20.35  7.70  58.90  0.01
H  18.63  5.99  55.40  0.06
H  27.25  3.58  63.86  0.11
H  27.60  10.01  61.13  0.10
H  20.92  3.24  56.55  0.13
H  25.50  9.11  56.04  0.11
H  17.55  5.64  59.98  0.04
H  21.66  9.49  63.37  0.08

Values from the calculation:
* SMILES: CC(C)=O.CC(C)=O.CC(C)=O.CC(C)=O.CC(C)=O.CC(C)=O.CC(C)=O.CC(C)=O.CC(C)=O.CC(C)=O
* charge: 0
* Kohn-Sham gap: 8.73 eV
* energy above the lowest of the compared OMol25 structures with the same formula, charge and spin: 1637.9 kJ/mol